A molecular structure, CH2CeF3NO3S. Source: the OMol25 dataset; level of theory: ωB97M-V/def2-TZVPD.

Summary:
* 2S+1: 3
* gap between HOMO and LUMO (alpha / beta): 5.46 / 6.68 eV
* E_HOMO (alpha / beta): -0.242 / -0.299 Eh
* net charge: 0
* E_LUMO (alpha / beta): -1.13 / -1.45 eV

XYZ file:
```
12
Properties=species:S:1:pos:R:3:forces:R:3:lowdin_spin:R:1
Ce -1.4320 -1.9442 1.2817 1.5 1.4 -3.0 1.9249
N 0.4741 -1.4676 -0.4190 -1.3 -0.3 1.3 -0.0022
S -0.3164 -0.5151 -1.2718 -0.4 -0.2 -1.8 0.0124
O -0.4105 -0.6628 -2.7490 0.1 0.1 2.6 -0.0012
O -1.6904 -0.2317 -0.6416 0.1 -0.7 0.6 0.0121
C 0.4329 1.2040 -1.1737 -0.2 -0.6 -0.4 0.0012
F 1.6576 1.2006 -1.7039 0.1 0.0 0.0 0.0001
F 0.5483 1.6041 0.1011 0.0 0.1 0.6 0.0012
F -0.2926 2.1177 -1.8183 -0.1 0.0 0.0 0.0003
O 0.1438 -0.6861 2.6704 1.1 0.3 -1.1 0.0400
H -0.0009 -0.3962 3.5752 0.6 0.5 -0.1 0.0095
H 0.8859 -0.2225 2.1489 -1.5 -0.7 1.3 0.0018
```
Positions in Å, forces in eV/Å.